C48H54N3O4 | ωB97M-V/def2-TZVPD

Kohn-Sham gap   5.0 eV
Total charge   +1
Spin multiplicity   1
HOMO energy   -9.759 eV

Last column: Mulliken charge in e.
Atoms and positions in Å:
C 6.20541 0.65960 1.49922  -0.75
O 6.60548 1.99986 1.84954  -0.42
C 5.70718 3.00502 1.70723  0.95
C 4.42225 2.88172 1.18210  -1.05
C 3.42453 3.74392 1.62925  -0.55
C 2.00696 3.32118 1.36470  -1.09
C 1.31254 2.67917 2.57103  0.66
C 2.13453 1.75439 3.48748  0.38
O 3.29099 1.87846 3.90435  -0.72
N 1.31292 0.69659 3.77493  0.33
C 1.74166 -0.27839 4.74819  -1.07
C -0.06907 0.92522 3.38324  0.23
C -0.86007 -0.37539 3.13449  -1.77
C -0.85439 1.68699 4.48090  -1.17
N 0.17342 1.83396 2.22304  0.89
C -0.62321 2.05883 1.15496  -0.75
C -1.96600 1.69295 1.08084  -0.47
C -2.74314 1.47807 -0.05587  0.18
C -4.16607 1.58689 0.07050  0.74
C -4.94512 1.83327 -1.09421  -0.37
C -6.30681 2.09536 -0.99408  -0.61
C -6.90696 2.23257 0.27344  -0.50
C -6.14810 1.99856 1.43249  -0.69
C -4.83610 1.53517 1.33195  -0.07
C 3.74521 4.92331 2.30570  -0.46
C 5.07000 5.14553 2.71155  0.53
O 5.48871 6.11424 3.56642  -0.44
C 4.51935 6.95454 4.23208  -0.85
C 6.07149 4.22357 2.32220  0.67
O 7.37052 4.45662 2.64263  -0.55
C 7.89177 3.96067 3.91024  -0.58
H 7.11300 0.07267 1.64867  0.27
H 5.40736 0.30063 2.16054  0.25
H 5.88009 0.59930 0.45287  0.34
H 4.15928 2.01678 0.56574  0.34
H 1.38821 4.19185 1.12672  0.61
H 2.00273 2.64155 0.50499  0.17
H 0.94904 3.47470 3.26037  0.27
H 2.69412 0.04570 5.17614  0.37
H 0.98058 -0.35257 5.53053  0.37
H 1.86956 -1.26515 4.28736  0.29
H -0.44071 -0.97130 2.31735  0.48
H -0.85851 -0.94175 4.07909  0.61
H -1.91468 -0.15748 2.90418  0.37
H -0.47521 2.70298 4.64402  0.29
H -1.91513 1.74142 4.19019  0.27
H -0.78117 1.11959 5.41645  0.38
H -0.17560 2.65441 0.34421  0.53
H -2.45646 1.59539 2.04964  -0.06
H -2.34968 1.55512 -1.07286  0.32
H -4.42299 1.89304 -2.06347  0.36
H -6.88845 2.19263 -1.91329  0.41
H -7.96082 2.50705 0.34481  0.40
H -6.59593 2.14719 2.42562  0.38
H -4.30091 1.19712 2.22808  0.45
H 2.95827 5.64473 2.57654  0.40
H 5.11228 7.56470 4.91908  0.25
H 3.99848 7.59481 3.50586  0.32
H 3.79952 6.34020 4.79539  0.35
H 8.95659 4.21022 3.87891  0.26
H 7.38246 4.49233 4.72353  0.21
H 7.74846 2.87441 3.97867  0.22
C -1.52843 -7.23858 -1.67013  -0.52
C -1.08768 -6.20414 -0.84800  -0.92
C -1.00162 -4.89198 -1.33477  -0.24
C -1.47883 -4.58895 -2.61634  -1.65
C -1.40536 -3.19042 -3.26258  4.96
C -0.66795 -2.24498 -2.31798  0.31
C 0.56315 -1.66547 -2.61897  -0.56
C 1.02999 -0.60789 -1.83208  -1.38
C 0.29700 -0.17050 -0.73195  -0.62
C -0.81201 -0.89955 -0.31190  -1.07
C -1.32117 -1.90653 -1.12354  -0.81
C -0.59378 -3.31085 -4.58197  -1.06
C 0.44458 -4.25373 -4.66194  0.26
C 1.23346 -4.34785 -5.80939  -1.05
C 1.13053 -3.36467 -6.79722  -0.48
C 0.12259 -2.39916 -6.70266  -1.01
C -0.75483 -2.38072 -5.61201  0.02
C -2.85282 -2.59590 -3.48771  -1.20
C -4.04147 -3.49759 -3.12372  -0.60
C -5.16839 -2.54054 -2.68866  -0.98
C -4.59382 -1.12264 -2.69058  -0.14
N -3.14993 -1.33754 -2.80510  -0.15
C -1.94067 -5.63802 -3.43216  0.46
C -1.93622 -6.95386 -2.97726  -1.06
H -1.54918 -8.26699 -1.31245  0.39
H -0.77586 -6.40910 0.17539  0.41
H -0.55018 -4.12752 -0.69599  0.41
H 1.13273 -2.03054 -3.47327  0.50
H 1.97426 -0.12778 -2.07959  0.47
H 0.63922 0.70505 -0.18071  0.35
H -1.36171 -0.63743 0.58499  1.27
H -2.22565 -2.44026 -0.81970  0.63
H 0.63677 -4.91590 -3.81451  0.43
H 1.94278 -5.17080 -5.91814  0.39
H 1.83407 -3.35013 -7.63293  0.41
H 0.02708 -1.62979 -7.46818  0.41
H -1.53371 -1.61295 -5.55168  0.29
H -2.99271 -2.42839 -4.57788  0.39
H -4.28293 -4.09355 -4.01526  0.54
H -3.84102 -4.20692 -2.30976  0.06
H -5.99192 -2.62989 -3.39918  0.27
H -5.55159 -2.83761 -1.70003  0.36
H -4.97824 -0.56944 -3.56544  0.33
H -4.78142 -0.56226 -1.75941  -0.10
H -2.65172 -0.53047 -3.15245  0.32
H -2.28215 -5.41679 -4.45292  0.42
H -2.25695 -7.74324 -3.65875  0.40


C4H12 | ωB97M-V/def2-TZVPD

Kohn-Sham gap (spin up / spin down)   12.7 / 3.2 eV
Total charge   +1
Spin multiplicity   2
⟨S²⟩   0.753
HOMO energy (spin up / spin down)   -15.808 / -14.832 eV

Last column: Mulliken spin population.
Atoms and positions in Å:
C 0.07108 2.39626 0.51234  0.04
C 0.12915 1.46783 1.69379  0.04
H 1.04341 2.88590 0.31506  0.04
H -0.15517 1.88055 -0.42181  0.00
H -0.62402 3.22103 0.71577  0.03
H -0.79370 0.88406 1.83790  0.03
H 0.32910 2.02324 2.60722  0.00
H 0.94878 0.75733 1.45713  0.04
C 0.63820 -1.95348 -1.13712  0.08
C -0.83935 -1.90315 -1.01114  0.21
H 0.90973 -1.62974 -2.14065  0.00
H 1.14427 -1.33655 -0.37700  0.07
H 1.06522 -2.98337 -1.05986  0.13
H -1.29158 -1.12646 -1.66826  0.11
H -1.52150 -2.70917 -1.39004  0.15
H -1.05360 -1.87430 0.06667  0.04


C3H12NO2 | ωB97M-V/def2-TZVPD

Kohn-Sham gap   11.3 eV
Total charge   +1
Spin multiplicity   1
HOMO energy   -14.626 eV

Last column: natural (NBO) charge in e.
Atoms and positions in Å:
C 0.48252 0.17828 -1.03430  -0.23
C 0.84883 0.70846 0.27199  0.06
C 1.33704 2.15890 0.23612  -0.64
O -0.20544 0.39512 1.16903  -0.72
N -0.22911 -1.16103 -1.01402  -0.70
H -0.22999 0.88859 -1.52480  0.23
H 1.43023 0.00001 -1.59832  0.23
H 1.79624 0.17461 0.50723  0.16
H 2.15892 2.24981 -0.55494  0.25
H 1.71396 2.36195 1.27538  0.24
H 0.44373 2.84001 0.18627  0.23
H -0.25798 1.02584 1.85995  0.49
H -1.30016 -1.10899 -0.67598  0.50
H 0.35597 -1.77595 -0.48882  0.44
H -0.39037 -1.63747 -1.91911  0.44
H -3.35113 -2.57151 0.75479  0.49
H -2.19601 -2.36958 1.75025  0.49
O -2.40724 -2.35704 0.79926  -0.98


C48H138ClN10O20 | ωB97M-V/def2-TZVPD

Kohn-Sham gap   8.6 eV
Total charge   -1
Spin multiplicity   1
HOMO energy   -6.541 eV

Last column: Mulliken charge in e.
Atoms and positions in Å:
Cl -0.05872 -0.86968 -0.49843  -2.94
O -0.22158 -2.10603 0.13495  0.71
O -0.00037 0.09513 0.59373  0.38
O 1.23618 -0.76927 -1.19248  0.10
O -1.12908 -0.47670 -1.37943  1.33
O -0.29194 -5.27717 -0.61606  -0.64
H -0.54826 -4.36058 -0.51412  0.19
H 0.65039 -5.24590 -0.78122  0.16
O 2.44177 2.05071 1.86404  0.55
H 3.12435 2.05976 1.19305  0.17
H 1.72143 1.56110 1.46701  -0.58
C -2.25477 0.52528 8.71141  -1.40
C -2.92842 -0.48948 7.69440  0.32
C -2.54343 -0.36626 6.24916  -0.15
O -3.07844 -1.41562 5.46246  -0.48
C -2.79151 -1.42181 4.06654  0.52
N -2.59553 -1.82030 8.13674  -0.87
H -1.20002 0.28977 8.85328  0.34
H -2.74658 0.41952 9.67838  0.33
H -2.25770 1.56330 8.37884  0.36
H -3.99954 -0.29989 7.76404  0.34
H -1.47178 -0.24901 6.08817  0.07
H -2.90040 0.60019 5.89329  0.18
H -3.03956 -0.47282 3.59114  -0.15
H -3.34620 -2.14121 3.46415  0.28
H -1.70735 -1.50017 3.98564  -0.29
H -2.99523 -2.40842 7.41949  0.38
H -1.61658 -1.96305 7.93335  0.30
C -7.39378 -1.05809 3.23983  -1.28
C -7.59525 -0.88850 1.67066  0.33
C -6.40050 -1.32645 0.74445  -0.31
O -5.23052 -0.58617 1.09761  0.14
C -4.11950 -0.85941 0.26151  0.48
N -8.83646 -1.48591 1.38013  -0.69
H -6.45816 -0.63211 3.60212  0.20
H -7.34931 -2.10231 3.54926  0.32
H -8.16501 -0.66300 3.90105  0.38
H -7.70745 0.17527 1.46117  0.27
H -6.66764 -1.05143 -0.27589  0.14
H -6.33850 -2.41079 0.83638  -0.05
H -3.32684 -0.14639 0.48821  -0.06
H -4.34776 -0.80918 -0.80313  -0.51
H -3.63641 -1.79651 0.53825  0.05
H -8.72494 -2.47397 1.55735  0.29
H -9.11751 -1.36089 0.41811  0.28
C 5.01509 -1.50350 1.57449  -1.22
C 4.11338 -2.03253 2.68115  0.13
C 3.35417 -0.92306 3.37973  -0.14
O 2.34102 -1.38891 4.22225  -0.55
C 1.19271 -0.55117 4.31157  -0.40
N 3.11485 -2.95685 2.05726  -0.48
H 5.66397 -0.76079 2.03863  0.40
H 4.43443 -1.19077 0.70666  0.09
H 5.69172 -2.30523 1.27868  0.40
H 4.70762 -2.62027 3.38082  0.37
H 2.90258 -0.46123 2.50172  -0.11
H 4.03485 -0.17231 3.78115  0.48
H 1.41546 0.49622 4.51520  0.34
H 0.45153 -0.88625 5.03716  0.28
H 0.62962 -0.67406 3.38641  -0.03
H 2.69530 -2.51986 1.24910  -0.04
H 2.39994 -2.90826 2.76904  0.25
C -2.61163 -4.48244 -3.87409  -1.05
C -3.22332 -3.09169 -4.14701  0.05
C -4.10274 -2.66812 -2.88155  -0.29
O -4.71829 -1.37443 -3.02726  0.02
C -5.92424 -1.28152 -3.65481  -1.06
N -2.09521 -2.16299 -4.22880  -0.43
H -3.40429 -5.13389 -3.50611  0.44
H -1.92056 -4.39501 -3.03572  0.00
H -2.19213 -4.97267 -4.75262  0.32
H -3.77509 -3.11391 -5.08677  0.44
H -3.40354 -2.68244 -2.04548  -0.39
H -4.89582 -3.37675 -2.64287  0.60
H -6.69341 -1.90380 -3.19737  0.24
H -5.81432 -1.64202 -4.67758  0.27
H -6.25885 -0.24420 -3.64469  0.27
H -2.46269 -1.22330 -4.18363  0.21
H -1.47099 -2.29860 -3.44646  0.01
C 2.17374 7.51885 1.09717  -1.79
C 0.95383 6.66680 1.25342  0.54
C 1.04301 5.49919 0.23429  -0.43
O -0.10344 4.65662 0.37229  -0.28
C -0.09919 3.47723 -0.41305  0.72
N 0.87587 6.32940 2.66373  -0.69
H 3.08878 6.94156 1.22958  0.25
H 2.25598 8.34266 1.80617  0.43
H 2.21459 7.81433 0.04878  0.47
H 0.05505 7.25251 1.06044  0.46
H 1.87177 4.80174 0.35599  0.04
H 1.02291 5.98570 -0.74090  0.32
H -1.07681 3.01734 -0.26862  -0.77
H 0.71111 2.80741 -0.12522  -0.16
H 0.01845 3.67885 -1.47776  0.24
H 0.06283 5.76337 2.86043  0.27
H 1.67386 5.72182 2.78271  0.27
C -0.65515 3.18362 4.66335  -1.41
C -1.19647 3.72376 3.24969  1.81
C -2.31013 2.82377 2.63562  -0.46
O -3.56862 2.98309 3.29323  -0.49
C -4.65210 2.28676 2.67096  -0.65
N -1.65412 5.05897 3.47450  -0.75
H -1.39142 3.06915 5.45890  0.38
H 0.20728 3.74208 5.02727  0.32
H -0.39469 2.13594 4.51291  -0.10
H -0.36233 3.68643 2.54904  -0.97
H -1.93569 1.80010 2.63531  0.19
H -2.44296 3.17057 1.61083  0.36
H -5.61028 2.56219 3.11158  0.40
H -4.56569 1.20058 2.64186  0.12
H -4.82144 2.68650 1.67114  0.32
H -2.54153 4.87993 3.92231  0.53
H -1.97369 5.26927 2.53976  0.21
C 5.30780 -3.08787 -6.16209  -1.60
C 5.06123 -1.81048 -5.29648  1.23
C 6.00043 -0.67227 -5.53301  -1.26
O 5.85251 0.26905 -4.42280  -0.16
C 6.87749 1.21583 -4.37711  -1.04
N 3.67988 -1.41540 -5.39161  -0.55
H 5.37453 -2.97229 -7.24389  0.31
H 4.63270 -3.93086 -6.01476  0.31
H 6.21416 -3.58601 -5.81789  0.46
H 5.21455 -2.08018 -4.25156  0.10
H 5.79942 -0.27391 -6.52749  0.34
H 6.97547 -1.15950 -5.53065  0.51
H 6.66150 2.01283 -5.08861  0.38
H 7.88869 0.80969 -4.40212  0.34
H 6.80115 1.85736 -3.49921  0.25
H 3.61528 -0.71110 -4.67058  0.09
H 3.18215 -2.25295 -5.12539  0.09
C 3.66778 -5.51983 -2.75882  -1.62
C 2.90771 -4.20401 -2.49902  0.83
C 1.73711 -3.98076 -3.44927  -0.28
O 2.20370 -3.87231 -4.79047  -0.48
C 1.17270 -3.47206 -5.70561  -0.65
N 2.46481 -4.23523 -1.08687  -0.19
H 4.42767 -5.76861 -2.01803  0.45
H 4.11988 -5.64524 -3.74268  0.29
H 2.97975 -6.35929 -2.65871  0.36
H 3.56293 -3.35639 -2.69982  -0.13
H 1.19461 -3.08228 -3.15513  -0.01
H 1.09987 -4.85182 -3.29668  0.32
H 0.72821 -2.58169 -5.26091  0.23
H 0.36258 -4.19854 -5.76922  0.16
H 1.46974 -3.38708 -6.75090  0.34
H 2.09762 -3.34592 -0.77963  -0.19
H 3.25703 -4.54580 -0.54278  0.28
C 4.11579 3.30655 -2.87654  -1.44
C 3.16972 2.15322 -3.13512  1.62
C 2.85669 1.88886 -4.69896  -0.89
O 1.88287 0.86505 -4.88576  -0.26
C 0.54269 1.18544 -4.52097  -0.47
N 3.68798 0.88085 -2.60881  0.46
H 5.16454 3.12484 -3.11151  0.04
H 4.16216 3.65263 -1.84398  0.18
H 3.81519 4.21651 -3.39589  0.51
H 2.29359 2.36882 -2.52354  -0.45
H 3.71924 1.43038 -5.18259  0.22
H 2.63168 2.79955 -5.25404  0.49
H -0.16497 0.39297 -4.76449  0.31
H 0.18668 2.02171 -5.12264  0.35
H 0.40597 1.40975 -3.46309  -0.02
H 2.87886 0.27976 -2.54457  -0.13
H 4.33531 0.43856 -3.24556  -0.21
C -3.97690 2.25321 -1.84451  -0.52
C -3.48896 2.13653 -3.33740  -0.10
C -2.43180 3.24383 -3.78806  0.42
O -2.66448 4.59250 -3.43338  -0.43
C -1.67293 5.47704 -3.81021  -0.53
N -3.08494 0.77317 -3.57199  -0.19
H -4.45517 1.34439 -1.47929  0.12
H -4.68398 3.08179 -1.80464  0.56
H -3.19296 2.40181 -1.10191  -0.33
H -4.36640 2.21832 -3.97890  0.42
H -2.28316 3.19422 -4.86674  0.44
H -1.50215 2.97066 -3.28884  -0.62
H -1.45784 5.50758 -4.87835  0.33
H -0.74607 5.12879 -3.35442  0.07
H -1.74015 6.50893 -3.46558  0.29
H -2.32977 0.40710 -3.01001  -0.08
H -3.82433 0.09297 -3.46838  0.37
C -0.63757 -4.14282 3.23500  -0.43
C 0.13451 -5.33039 2.67906  -0.39
O 0.57738 -6.19929 3.74702  -0.60
H -1.12323 -3.66333 2.38510  -0.16
H -0.02868 -3.40220 3.75351  0.21
H -1.46829 -4.38490 3.89787  0.52
H 0.94643 -5.15225 1.97396  0.15
H -0.63608 -5.81074 2.07609  0.38
H -0.23486 -6.64854 3.99207  0.36
C 6.16622 2.51539 1.00614  -1.26
C 5.82187 1.56821 -0.10217  0.28
O 4.39409 1.48367 -0.13563  -0.27
H 7.24332 2.67004 0.94267  0.51
H 5.90306 2.07784 1.96916  0.24
H 5.66897 3.44295 0.72246  0.18
H 6.37390 0.63884 0.03801  0.27
H 6.12746 1.89763 -1.09524  -0.13
H 4.17398 1.37185 -1.06334  0.10
C -4.77078 -5.19285 0.83740  -1.40
C -3.28185 -5.00573 0.48176  1.22
O -2.87504 -5.93316 -0.46140  -0.65
H -5.36716 -5.24951 -0.07322  0.35
H -5.10446 -4.40582 1.51366  0.19
H -4.84896 -6.09071 1.45047  0.44
H -2.63708 -5.15440 1.34795  -0.21
H -3.11497 -3.97221 0.17832  -0.41
H -1.93223 -5.82420 -0.60576  0.52
C 3.78996 5.50424 4.84498  -1.24
C 4.12033 4.43401 3.74747  -0.11
O 2.94207 4.33563 3.03943  0.14
H 3.06500 5.08942 5.54530  0.28
H 3.37633 6.33104 4.26756  0.24
H 4.64121 5.91995 5.38411  0.40
H 4.32572 3.46478 4.20190  0.23
H 4.95928 4.62232 3.07754  0.27
H 2.83477 3.47517 2.62747  0.14


C7H10FNOS | ωB97M-V/def2-TZVPD

Kohn-Sham gap   7.0 eV
Spin multiplicity   1
HOMO energy   -7.897 eV

Last column: natural (NBO) charge in e.
Atoms and positions in Å:
C -2.11684 -1.38941 -1.80782  0.01
C -2.05490 -0.05533 -1.18890  -0.15
C -0.88384 0.69391 -0.98731  -0.56
C 0.36880 0.56555 -1.62733  0.27
C 2.21088 -0.51675 1.29439  -0.62
C 1.25796 0.64213 1.65774  0.05
C -0.10696 0.06763 1.42769  -0.62
H -2.34465 -2.15506 -1.15661  0.20
H -2.84811 -1.18474 -2.66052  0.20
H -3.00314 0.30548 -0.59252  0.26
H -0.76674 1.83243 -0.61505  0.37
H 3.29950 -0.25875 1.66922  0.21
H 2.18517 -0.71777 0.17369  0.23
H 1.87967 -1.49533 1.71690  0.20
H 1.34413 0.83403 2.69743  0.16
H 0.83599 2.30042 0.79857  0.45
H -0.24323 -0.93526 1.79161  0.21
N 1.48090 0.71108 -2.07951  -0.27
O 1.68117 1.77061 1.00263  -0.68
F -0.86760 -1.76964 -2.29257  -0.35
S -1.30814 0.75477 0.77826  0.42


C4H11N3 | ωB97M-V/def2-TZVPD

SMILES   [H]/N=C\NCCCN
Kohn-Sham gap   9.9 eV
Spin multiplicity   1
HOMO energy   -9.010 eV

Last column: natural (NBO) charge in e.
Atoms and positions in Å:
H 2.52550 0.24561 -1.01637  0.32
N 2.77575 -0.74429 -0.94785  -0.65
C 1.88096 -1.37389 -0.30999  0.29
N 0.63813 -0.90930 0.10895  -0.68
C 0.35931 0.29899 0.88852  -0.22
C -1.10967 0.40015 1.19088  -0.44
C -2.06711 0.39148 -0.01815  -0.21
N -1.95075 1.52181 -0.94209  -0.83
H 2.08068 -2.42238 -0.07096  0.16
H -0.13636 -1.52483 -0.06359  0.39
H 0.66066 1.19166 0.33722  0.18
H 0.93720 0.21618 1.80779  0.20
H -1.60778 -0.18606 1.97419  0.22
H -1.31293 1.36803 1.67681  0.21
H -1.96295 -0.52142 -0.60382  0.18
H -3.06807 0.40369 0.40225  0.19
H -1.13706 1.44597 -1.53841  0.36
H -1.86810 2.36584 -0.38660  0.35


Calculated E, -63303.157; -4330.561; -8883.786; -120375.380; -24503.424; -8795.720 eV (same order as the records).
Calculated max |F|, 0.05137; 0.04385; 0.06651; 0.10286; 0.13781; 0.04266 Eh/bohr (same order as the records).